Run a
ORCA calculation (ωB97M-V with the def2-TZVPD basis set) on an isolated molecule of C13H15Cl2N3O3S.

Properties
SMILES   COc1c(S(=O)(=O)NCCCn2ccnc2)ccc(Cl)c1Cl
Kohn-Sham gap   9.053 eV
LUMO energy   0.0107 Ha

```
! wB97M-V def2-TZVPD RIJCOSX def2/J DEFGRID3
* xyz 0 1
C -1.73 -1.85 -1.43
H -1.25 -1.15 -2.12
H -1.06 -2.68 -1.23
H -2.66 -2.22 -1.86
O -1.95 -1.21 -0.18
C -2.95 -0.29 -0.15
C -2.67 1.07 -0.17
C -3.67 2.02 -0.07
C -4.99 1.63 0.05
C -5.30 0.27 0.07
C -4.29 -0.69 -0.02
Cl -4.68 -2.36 0.05
Cl -6.93 -0.22 0.23
H -5.78 2.35 0.12
H -3.39 3.06 -0.10
S -0.97 1.64 -0.37
O -0.33 0.87 -1.39
O -1.02 3.06 -0.52
N -0.33 1.34 1.14
H 0.06 2.19 1.52
C 0.52 0.17 1.31
C 1.92 0.36 0.72
H 2.44 1.16 1.25
H 1.81 0.65 -0.33
C 2.74 -0.93 0.81
N 4.05 -0.76 0.26
C 5.21 -0.54 0.94
N 6.22 -0.37 0.14
C 5.72 -0.47 -1.12
C 4.37 -0.71 -1.06
H 3.64 -0.84 -1.83
H 6.35 -0.37 -1.98
H 5.26 -0.52 2.01
H 2.22 -1.73 0.27
H 2.84 -1.24 1.86
H 0.00 -0.64 0.81
H 0.58 -0.05 2.38
*
```


Run b
ORCA calculation (ωB97M-V with the def2-TZVPD basis set) on an isolated molecule of C13H15Cl2N3O3S.

Properties
SMILES   COc1cc(Cl)c(S(=O)(=O)NCCCn2ccnc2)cc1Cl
Kohn-Sham gap   8.899 eV
LUMO energy   0.0173 Ha

```
! wB97M-V def2-TZVPD RIJCOSX def2/J DEFGRID3
* xyz 0 1
C 6.29 0.81 -0.07
H 7.31 0.47 -0.25
H 6.24 1.33 0.89
H 6.00 1.49 -0.87
O 5.51 -0.36 -0.07
C 4.18 -0.26 0.13
C 3.50 0.94 0.33
C 2.12 0.93 0.53
C 1.41 -0.25 0.53
C 2.08 -1.45 0.33
C 3.45 -1.46 0.13
Cl 4.28 -2.93 -0.13
H 1.51 -2.36 0.35
S -0.37 -0.37 0.76
O -0.82 0.68 1.62
O -0.65 -1.73 1.10
N -0.90 -0.12 -0.79
H -1.42 -0.90 -1.16
C -1.32 1.19 -1.22
C -2.84 1.37 -1.36
C -3.60 1.09 -0.06
N -3.80 -0.32 0.17
C -4.37 -1.22 -0.68
N -4.44 -2.41 -0.17
C -3.91 -2.30 1.08
C -3.51 -1.02 1.31
H -3.04 -0.55 2.15
H -3.84 -3.15 1.73
H -4.73 -0.95 -1.66
H -4.58 1.58 -0.11
H -3.04 1.49 0.79
H -3.02 2.40 -1.66
H -3.20 0.72 -2.15
H -0.95 1.89 -0.46
H -0.84 1.42 -2.17
Cl 1.33 2.43 0.78
H 4.02 1.88 0.34
*
```


Relative calculated energies, zero for the most stable structure, unit eV: run a 0.000; run b 0.055.


Run a
ORCA calculation (ωB97M-V with the def2-TZVPD basis set) on a structure of composition C30H29BrIN3O3W.

Properties
Kohn-Sham gap (spin up / spin down)   5.299 / 5.284 eV
LUMO energy (spin up / spin down)   -0.2811 / -0.2817 Ha

```
! wB97M-V def2-TZVPD RIJCOSX def2/J DEFGRID3
* xyz 2 3
W 1.40 0.23 -0.42
C -2.69 1.20 3.32
O -1.45 1.24 2.62
C -0.46 0.48 3.23
C -0.41 0.21 4.61
C 0.76 -0.33 5.11
C 1.78 -0.67 4.26
C 1.82 -0.28 2.94
C 3.02 -0.28 2.26
N 3.07 0.02 0.95
N 4.26 0.29 0.33
C 4.10 0.47 -0.97
O 2.96 0.36 -1.59
C 5.35 0.90 -1.57
C 5.31 1.86 -2.66
C 6.51 2.27 -3.21
C 7.72 1.71 -2.79
C 7.75 0.75 -1.82
C 6.59 0.37 -1.11
C 0.68 0.32 2.36
O 0.48 0.83 1.08
H -2.99 0.27 3.79
H -3.43 1.52 2.60
H -2.85 1.94 4.17
H -1.20 0.50 5.26
H 0.83 -0.62 6.19
H 2.59 -1.22 4.76
H 3.94 -0.68 2.71
H 4.37 2.29 -2.93
H 6.48 3.13 -3.85
H 8.59 1.89 -3.41
H 8.66 0.25 -1.65
H 6.66 -0.17 -0.20
C -2.98 -3.18 0.02
N -1.54 -3.70 -0.05
C -1.37 -4.90 -0.88
C -0.59 -2.55 -0.33
C -0.86 -1.72 -1.54
C -1.71 -2.12 -2.64
C -1.91 -1.31 -3.75
C -1.09 -0.26 -3.97
C -0.14 0.11 -3.02
C -0.10 -0.54 -1.81
H -3.53 -4.03 0.45
H -3.28 -2.95 -1.04
H -3.10 -2.27 0.53
H -1.40 -4.01 0.98
H -0.37 -4.93 -1.27
H -2.07 -5.04 -1.74
H -1.59 -5.82 -0.25
H 0.41 -3.01 -0.39
H -0.64 -1.93 0.60
H -2.15 -3.13 -2.69
H -2.75 -1.58 -4.40
H -1.16 0.31 -4.90
H 0.58 0.87 -3.27
Br -3.61 5.85 -0.86
C -4.34 4.16 -0.41
C -5.59 4.18 0.24
C -6.06 3.02 0.84
C -5.37 1.80 0.65
C -4.14 1.81 -0.06
C -3.60 2.95 -0.56
I -1.62 3.00 -1.46
H -6.09 5.17 0.50
H -7.01 3.03 1.38
H -5.74 0.84 1.06
H -3.69 0.85 -0.35
*
```


Run b
ORCA calculation (ωB97M-V with the def2-TZVPD basis set) on a structure of composition C30H29BrIN3O3W.

Properties
Kohn-Sham gap (spin up / spin down)   5.712 / 6.517 eV
LUMO energy (spin up / spin down)   -0.2512 / -0.2432 Ha

```
! wB97M-V def2-TZVPD RIJCOSX def2/J DEFGRID3
* xyz 2 3
W 0.10 -0.13 0.73
C 3.63 -3.41 -2.70
O 2.54 -2.68 -2.03
C 1.81 -3.46 -1.19
C 1.83 -4.84 -1.21
C 1.11 -5.55 -0.22
C 0.47 -4.89 0.79
C 0.27 -3.47 0.67
C -0.63 -2.91 1.57
N -0.75 -1.61 1.79
N -1.27 -1.20 2.96
C -1.64 0.05 2.87
O -1.20 0.82 1.84
C -2.45 0.64 3.91
C -3.08 1.82 3.57
C -3.85 2.50 4.49
C -4.20 1.92 5.71
C -3.54 0.71 6.04
C -2.73 0.08 5.16
C 0.96 -2.77 -0.34
O 0.86 -1.44 -0.40
H 4.17 -2.58 -3.21
H 3.19 -4.09 -3.45
H 4.20 -3.92 -1.96
H 2.40 -5.43 -1.95
H 1.06 -6.63 -0.27
H -0.10 -5.39 1.57
H -1.14 -3.58 2.27
H -2.94 2.35 2.61
H -4.11 3.57 4.31
H -4.87 2.39 6.43
H -3.75 0.20 6.96
H -2.29 -0.88 5.47
C -1.88 -0.64 -4.72
N -1.10 -1.10 -3.50
C 0.28 -0.62 -3.56
C -1.91 -0.90 -2.21
C -1.88 0.51 -1.69
C -2.80 1.46 -2.25
C -2.64 2.85 -2.12
C -1.62 3.27 -1.29
C -0.84 2.37 -0.61
C -0.98 1.01 -0.75
H -1.11 -0.74 -5.55
H -2.22 0.40 -4.64
H -2.69 -1.36 -4.93
H -0.97 -2.13 -3.56
H 0.31 0.49 -3.72
H 0.73 -1.10 -4.44
H 0.86 -0.96 -2.66
H -1.57 -1.63 -1.43
H -2.97 -1.18 -2.52
H -3.62 1.10 -2.93
H -3.34 3.51 -2.56
H -1.40 4.35 -1.17
H -0.09 2.77 0.04
Br 2.78 1.96 -1.64
C 3.52 2.88 -0.15
C 4.15 4.10 -0.43
C 4.77 4.85 0.60
C 4.83 4.34 1.88
C 4.16 3.15 2.18
C 3.50 2.47 1.19
I 2.66 0.46 1.51
H 4.15 4.44 -1.45
H 5.25 5.81 0.45
H 5.44 4.82 2.68
H 4.18 2.78 3.15
*
```


Relative calculated energies, zero for the most stable structure, unit eV: run a 2.164; run b 0.000.


Run a
ORCA calculation (ωB97M-V with the def2-TZVPD basis set) on an isolated molecule of C2H4S.

Properties
SMILES   C1CS1
Kohn-Sham gap   9.698 eV
LUMO energy   0.0386 Ha

```
! wB97M-V def2-TZVPD RIJCOSX def2/J DEFGRID3
* xyz 0 1
C 0.53 0.11 -0.47
C -0.61 -0.28 0.26
S 0.13 1.26 0.86
H 1.71 -0.41 -0.11
H 0.45 0.45 -1.55
H -1.56 -0.08 -0.03
H -0.64 -1.05 1.04
*
```


Run b
ORCA calculation (ωB97M-V with the def2-TZVPD basis set) on an isolated molecule of C2H4S.

Properties
SMILES   CC=S
Kohn-Sham gap   8.646 eV
LUMO energy   0.0003 Ha

```
! wB97M-V def2-TZVPD RIJCOSX def2/J DEFGRID3
* xyz 0 1
C -0.60 -0.35 0.22
C 0.60 0.34 -0.31
H -1.02 0.21 1.12
H -0.16 -1.24 0.64
H -1.33 -0.43 -0.56
H 1.37 0.48 0.60
S 1.13 0.99 -1.70
*
```


Relative calculated energies, zero for the most stable structure, unit eV: run a 0.662; run b 0.000.


Run a
ORCA calculation (ωB97M-V with the def2-TZVPD basis set) on a cluster of 7 separate species, C7H28N14O7 in total.

Properties
SMILES   NC(N)=O.NC(N)=O.NC(N)=O.NC(N)=O.NC(N)=O.NC(N)=O.NC(N)=O
Kohn-Sham gap   8.884 eV
LUMO energy   -0.0096 Ha

```
! wB97M-V def2-TZVPD RIJCOSX def2/J DEFGRID3
* xyz 0 1
C -3.95 1.70 -1.54
O -4.80 2.37 -2.10
N -2.63 1.76 -1.79
N -4.18 0.64 -0.71
H -2.42 2.29 -2.62
H -2.02 1.02 -1.49
H -3.62 0.62 0.12
H -5.16 0.57 -0.47
C 0.35 -0.19 0.57
O -0.13 -0.78 1.54
N 0.13 1.10 0.23
N 1.14 -0.81 -0.29
H -0.39 1.55 0.97
H 0.78 1.56 -0.39
H 1.13 -1.81 -0.33
H 1.66 -0.23 -0.93
C 0.32 -4.23 -1.53
O -0.34 -3.43 -0.89
N 1.18 -5.12 -0.94
N 0.22 -4.37 -2.86
H 1.63 -5.81 -1.51
H 1.54 -4.75 -0.07
H 0.76 -5.07 -3.34
H -0.55 -3.92 -3.34
C 4.03 -1.35 -2.32
O 3.79 -0.24 -2.78
N 4.80 -1.70 -1.27
N 3.37 -2.45 -2.78
H 5.14 -1.00 -0.64
H 5.09 -2.65 -1.10
H 3.52 -3.38 -2.44
H 2.68 -2.37 -3.51
C 2.25 3.20 -2.05
O 2.10 3.14 -0.84
N 1.98 4.29 -2.77
N 2.58 2.09 -2.76
H 1.67 5.15 -2.37
H 2.02 4.27 -3.77
H 2.92 1.26 -2.29
H 2.96 2.38 -3.65
C 0.03 2.42 4.30
O 0.68 3.13 5.05
N -1.27 2.58 4.06
N 0.55 1.42 3.57
H -1.77 3.36 4.44
H -1.73 1.82 3.57
H 1.55 1.30 3.62
H -0.03 0.64 3.31
C -3.99 -0.10 3.21
O -4.76 -0.10 2.27
N -4.50 -0.18 4.46
N -2.64 -0.22 3.17
H -5.48 -0.31 4.60
H -3.74 -0.17 5.12
H -2.34 -0.64 2.30
H -2.08 -0.26 4.00
*
```


Run b
ORCA calculation (ωB97M-V with the def2-TZVPD basis set) on a cluster of 7 separate species, C7H28N14O7 in total.

Properties
SMILES   NC(N)=O.NC(N)=O.NC(N)=O.NC(N)=O.NC(N)=O.NC(N)=O.NC(N)=O
Kohn-Sham gap   9.550 eV
LUMO energy   -0.0023 Ha

```
! wB97M-V def2-TZVPD RIJCOSX def2/J DEFGRID3
* xyz 0 1
C -1.46 -21.78 -19.08
O -0.64 -20.87 -18.83
N -2.28 -22.19 -18.14
N -1.62 -22.40 -20.18
H -2.19 -21.77 -17.23
H -2.88 -22.99 -18.29
H -2.25 -23.19 -20.13
H -1.07 -22.07 -20.96
C -1.55 -18.66 -13.04
O -1.56 -19.89 -12.91
N -1.38 -17.75 -12.12
N -1.37 -18.13 -14.26
H -1.41 -16.79 -12.42
H -1.35 -18.17 -11.20
H -1.31 -18.69 -15.10
H -1.62 -17.15 -14.32
C -7.54 -19.43 -13.24
O -7.20 -20.63 -13.09
N -8.38 -18.77 -12.44
N -6.94 -18.65 -14.05
H -8.83 -19.34 -11.73
H -8.62 -17.80 -12.55
H -7.14 -17.66 -14.02
H -6.43 -19.08 -14.80
C -11.44 -17.41 -24.33
O -10.89 -18.04 -25.22
N -12.72 -17.35 -24.19
N -10.71 -16.81 -23.43
H -13.03 -16.92 -23.33
H -13.24 -18.08 -24.66
H -9.71 -16.93 -23.51
H -11.08 -16.95 -22.50
C -8.65 -13.92 -17.71
O -7.53 -14.24 -17.29
N -9.06 -14.17 -18.91
N -9.60 -13.33 -17.05
H -9.76 -13.51 -19.23
H -8.47 -14.55 -19.64
H -9.50 -13.24 -16.05
H -10.30 -12.88 -17.61
C -9.61 -12.01 -25.65
O -9.66 -10.95 -26.25
N -10.76 -12.61 -25.42
N -8.51 -12.77 -25.51
H -11.65 -12.21 -25.67
H -10.70 -13.48 -24.91
H -7.67 -12.31 -25.81
H -8.55 -13.61 -24.95
C -4.28 -16.87 -21.27
O -5.16 -16.36 -21.95
N -3.41 -17.61 -21.74
N -3.96 -16.68 -20.04
H -2.62 -17.86 -21.17
H -3.45 -18.09 -22.63
H -4.68 -16.32 -19.43
H -3.02 -16.90 -19.78
*
```


Relative calculated energies, zero for the most stable structure, unit eV: run a 0.000; run b 4.249.


Run a
ORCA calculation (ωB97M-V with the def2-TZVPD basis set) on a cluster of 7 separate species, C7H28N14O7 in total.

Properties
SMILES   NC(N)=O.NC(N)=O.NC(N)=O.NC(N)=O.NC(N)=O.NC(N)=O.NC(N)=O
Kohn-Sham gap   9.022 eV
LUMO energy   0.0041 Ha

```
! wB97M-V def2-TZVPD RIJCOSX def2/J DEFGRID3
* xyz 0 1
C 0.60 -1.02 -3.50
O 0.54 -1.78 -4.45
N -0.49 -0.40 -2.94
N 1.78 -0.63 -2.91
H -0.38 0.36 -2.30
H -1.35 -0.79 -3.28
H 1.84 -0.41 -1.93
H 2.55 -1.05 -3.40
C -1.66 4.01 -2.02
O -0.91 3.79 -1.07
N -2.54 5.05 -2.04
N -1.73 3.20 -3.11
H -2.56 5.58 -1.19
H -2.94 5.36 -2.91
H -2.32 3.49 -3.86
H -1.10 2.44 -3.29
C 0.32 0.26 0.59
O 1.48 0.69 0.75
N -0.07 -1.04 0.81
N -0.69 1.07 0.26
H -1.04 -1.30 0.82
H 0.65 -1.52 1.31
H -0.43 2.04 0.14
H -1.50 0.70 -0.23
C -4.10 0.53 -1.24
O -2.92 0.19 -1.39
N -4.44 1.82 -1.44
N -5.09 -0.27 -0.80
H -5.38 2.14 -1.30
H -3.75 2.53 -1.63
H -5.97 0.15 -0.55
H -4.75 -1.11 -0.38
C 1.75 -1.32 4.09
O 0.64 -1.73 3.78
N 2.42 -0.29 3.49
N 2.56 -1.99 4.96
H 3.42 -0.35 3.46
H 1.91 0.12 2.71
H 3.42 -1.64 5.34
H 2.07 -2.64 5.56
C -0.64 -5.01 1.71
O -1.71 -4.44 1.83
N 0.52 -4.56 2.26
N -0.47 -6.21 1.05
H 0.51 -3.69 2.78
H 1.42 -4.84 1.91
H -1.29 -6.51 0.57
H 0.46 -6.55 0.88
C 4.43 2.44 0.19
O 5.29 3.32 0.24
N 4.16 1.59 1.21
N 3.43 2.54 -0.74
H 4.66 1.33 2.03
H 3.28 1.08 1.18
H 2.61 1.96 -0.63
H 3.48 3.31 -1.37
*
```


Run b
ORCA calculation (ωB97M-V with the def2-TZVPD basis set) on a cluster of 7 separate species, C7H28N14O7 in total.

Properties
SMILES   NC(N)=O.NC(N)=O.NC(N)=O.NC(N)=O.NC(N)=O.NC(N)=O.NC(N)=O
Kohn-Sham gap   8.958 eV
LUMO energy   -0.0005 Ha

```
! wB97M-V def2-TZVPD RIJCOSX def2/J DEFGRID3
* xyz 0 1
C 0.68 -0.91 -3.69
O 0.77 -1.64 -4.67
N 1.07 -1.27 -2.44
N 0.27 0.40 -3.82
H 1.44 -2.19 -2.30
H 1.12 -0.60 -1.69
H 0.33 0.77 -4.74
H -0.15 0.84 -3.02
C 3.74 0.12 1.90
O 4.80 0.74 1.96
N 3.20 -0.47 3.01
N 3.09 -0.07 0.71
H 2.34 -0.99 2.92
H 3.49 -0.04 3.87
H 3.69 -0.01 -0.09
H 2.36 -0.78 0.65
C -5.26 -1.96 1.47
O -5.31 -2.40 0.34
N -6.36 -1.56 2.19
N -4.06 -1.86 2.14
H -6.24 -1.16 3.09
H -7.24 -1.87 1.83
H -3.96 -1.63 3.11
H -3.28 -2.25 1.65
C 2.37 -3.36 1.35
O 1.51 -2.47 1.31
N 3.00 -3.87 0.26
N 2.64 -4.01 2.53
H 3.92 -4.25 0.40
H 2.61 -3.79 -0.66
H 2.94 -4.96 2.43
H 1.99 -3.86 3.28
C -0.98 0.27 0.41
O 0.02 0.69 -0.19
N -0.88 -0.72 1.34
N -2.18 0.92 0.42
H -1.65 -0.98 1.92
H 0.02 -1.16 1.48
H -2.42 1.51 -0.38
H -2.84 0.60 1.10
C 2.14 3.87 -0.09
O 1.38 4.33 -0.92
N 3.17 4.61 0.45
N 2.04 2.62 0.45
H 3.16 5.59 0.24
H 3.82 4.22 1.10
H 1.20 2.13 0.11
H 2.83 2.09 0.75
C -2.65 2.70 -2.45
O -3.01 3.12 -1.34
N -1.39 2.87 -2.96
N -3.53 2.08 -3.29
H -0.67 3.15 -2.30
H -1.44 3.22 -3.90
H -3.18 1.68 -4.15
H -4.50 1.94 -3.08
*
```


Relative calculated energies, zero for the most stable structure, unit eV: run a 0.000; run b 0.098.


Run a
ORCA calculation (ωB97M-V with the def2-TZVPD basis set) on an isolated molecule of C3H3ClO2.

Properties
Kohn-Sham gap   9.291 eV
LUMO energy   -0.0096 Ha

```
! wB97M-V def2-TZVPD RIJCOSX def2/J DEFGRID3
* xyz 0 1
C -1.53 -0.61 0.07
C -3.64 0.68 0.84
C -0.14 -0.05 -0.06
O -1.88 -1.63 -0.38
O -2.35 0.13 0.89
Cl -4.38 0.49 -0.62
H -0.06 0.04 -1.07
H 0.55 -0.73 0.34
H -0.08 0.89 0.46
*
```


Run b
ORCA calculation (ωB97M-V with the def2-TZVPD basis set) on an isolated molecule of C3H3ClO2.

Properties
SMILES   C=COC(=O)Cl
Kohn-Sham gap   11.251 eV
LUMO energy   0.0269 Ha

```
! wB97M-V def2-TZVPD RIJCOSX def2/J DEFGRID3
* xyz 0 1
C -0.59 0.40 1.65
C -0.12 0.40 -0.92
C 0.54 -0.70 -1.24
O -1.34 0.72 2.49
O -0.78 0.64 0.34
Cl 0.95 -0.39 2.01
H -0.30 1.25 -1.55
H 0.67 -1.52 -0.56
H 0.97 -0.80 -2.22
*
```


Relative calculated energies, zero for the most stable structure, unit eV: run a 1.909; run b 0.000.


Run a
ORCA calculation (ωB97M-V with the def2-TZVPD basis set) on a cluster of 2 separate species, C2H2FNO in total.

Properties
SMILES   O=c1cn1.F
Kohn-Sham gap   9.362 eV
LUMO energy   -0.0244 Ha

```
! wB97M-V def2-TZVPD RIJCOSX def2/J DEFGRID3
* xyz 0 1
C -0.74 0.66 0.02
C -0.13 -0.50 0.73
N -1.65 -0.01 0.79
O 0.50 -1.42 1.17
F 1.32 -0.01 -1.69
H -0.62 1.82 -0.04
H 1.32 -0.54 -0.96
*
```


Run b
ORCA calculation (ωB97M-V with the def2-TZVPD basis set) on an isolated molecule of C2H2FNO.

Properties
SMILES   C=NC(=O)F
Kohn-Sham gap   10.304 eV
LUMO energy   0.0060 Ha

```
! wB97M-V def2-TZVPD RIJCOSX def2/J DEFGRID3
* xyz 0 1
C -1.37 0.13 0.05
C 1.35 -0.01 -0.04
N 0.06 0.02 0.08
O -2.02 1.12 -0.04
F -1.85 -1.10 0.04
H 1.88 0.01 0.81
H 1.94 -0.18 -0.90
*
```


Relative calculated energies, zero for the most stable structure, unit eV: run a 1.965; run b 0.000.